Entry 1:
{"formula": "C5H10INO4", "method": "ωB97M-V/def2-TZVPD", "elements": ["C", "C", "C", "C", "C", "N", "O", "O", "O", "O", "I", "H", "H", "H", "H", "H", "H", "H", "H", "H", "H"], "positions_angstrom": [[-0.751, 1.573, -0.665], [-0.783, -2.418, -0.846], [1.852, 0.774, 1.582], [1.158, -0.452, 0.910], [-1.051, -0.237, 0.023], [-1.328, 1.600, -1.863], [-0.455, 2.365, 0.160], [2.128, 1.980, 0.823], [-0.759, -1.033, -1.069], [-0.284, -0.618, 1.107], [-3.031, -0.152, 0.650], [0.131, -2.798, -1.323], [-1.610, -2.878, -1.359], [-0.677, -2.651, 0.189], [2.824, 0.428, 1.871], [1.236, 0.932, 2.520], [1.457, -1.445, 1.311], [1.334, -0.307, -0.138], [-1.668, 0.644, -2.122], [-0.950, 2.377, -2.443], [1.228, 2.318, 0.681]], "atomic_forces_ev_per_a": [[-2.379, -4.996, 2.425], [1.337, -0.644, -1.061], [-0.862, -0.242, 1.071], [-0.337, 0.118, 0.224], [2.398, 2.399, -1.269], [1.025, 0.267, -0.371], [0.922, 1.643, -0.089], [-1.306, -1.716, 0.684], [-0.765, 0.986, -0.208], [-0.060, 1.658, -0.036], [-1.160, -0.288, 0.341], [-0.167, -0.065, 0.004], [-0.620, -0.174, 0.182], [-0.451, -0.254, 0.748], [0.530, -0.263, 0.330], [0.778, 0.420, -0.844], [0.786, 0.948, -0.381], [0.268, -0.633, -0.763], [0.806, 1.578, -0.666], [-1.116, -1.174, -0.116], [0.373, 0.431, -0.207]], "lowdin_charge": [-0.45, -0.09, -0.20, -0.12, -0.92, 0.16, 0.08, -0.08, -0.22, -0.21, 0.99, 0.10, 0.09, 0.08, 0.10, 0.14, 0.14, 0.12, 0.12, 0.15, 0.02], "homo_lumo_gap_ev": 9.4, "total_charge": 0, "energy_ev": -23125.3303, "e_lumo_ev": 0.552}


Entry 2:
{"formula": "C11H14N2O3", "method": "ωB97M-V/def2-TZVPD", "elements": ["C", "C", "C", "C", "C", "C", "C", "C", "C", "C", "C", "H", "H", "H", "H", "H", "H", "H", "H", "H", "H", "H", "H", "H", "H", "N", "N", "O", "O", "O"], "positions_angstrom": [[-0.839, -0.497, 0.894], [-0.648, -1.398, 2.041], [-0.570, 1.042, 1.057], [-0.540, 1.801, -0.433], [0.658, 2.465, -0.721], [-1.480, 1.764, -1.462], [0.747, 3.275, -1.869], [-1.130, 2.318, -2.725], [-0.058, 3.081, -2.932], [1.732, -1.902, 1.210], [1.922, -3.403, 0.715], [-2.824, -0.766, 1.406], [-2.401, -1.437, -0.047], [-0.265, -0.941, 0.023], [0.299, 1.262, 1.785], [-1.450, 1.517, 1.525], [1.418, 2.484, 0.075], [-2.398, 1.342, -1.234], [1.724, 3.657, -2.109], [-1.812, 2.190, -3.669], [0.169, 3.620, -3.864], [0.752, -2.609, 2.950], [1.489, -1.332, 0.321], [2.565, -1.301, 1.632], [2.138, -4.267, -0.638], [-2.307, -0.556, 0.478], [0.673, -1.835, 2.294], [-1.571, -1.771, 2.682], [1.574, -4.439, 1.251], [2.434, -3.364, -0.638]], "atomic_forces_ev_per_a": [[-1.707, 1.454, -2.867], [3.065, -0.573, -0.084], [-0.069, 0.709, -1.103], [1.836, -1.022, 1.744], [-0.605, 1.270, 0.561], [1.847, 0.766, -0.397], [3.212, -1.701, 1.453], [-4.559, -1.720, -1.528], [0.592, 1.649, -1.011], [-0.717, -0.378, 1.668], [0.340, 2.001, -0.023], [0.960, 0.484, -1.962], [-0.205, 0.458, 0.232], [-0.600, 0.911, 0.865], [-0.913, -0.113, -1.749], [0.198, -0.632, 0.152], [-0.136, 0.136, -0.654], [-1.647, -0.976, -0.180], [0.260, 0.874, 0.401], [0.884, -0.001, 2.199], [-0.329, -0.589, 0.340], [-0.253, 0.266, -0.124], [-0.392, -0.110, 0.031], [0.322, -1.324, -0.421], [0.495, -1.859, -2.227], [0.240, -1.152, 1.701], [0.019, 0.061, -1.588], [-1.512, -0.833, 1.957], [0.751, 2.178, -1.086], [-1.376, -0.232, 3.699]], "lowdin_charge": [-0.31, -0.49, -0.05, -0.17, -0.06, -0.04, -0.11, -0.10, -0.15, -0.06, -0.38, 0.11, 0.08, 0.14, 0.13, 0.11, 0.10, 0.07, 0.10, 0.14, 0.12, 0.13, 0.09, 0.13, 0.08, 0.03, 0.08, 0.10, 0.11, 0.07], "homo_lumo_gap_ev": 9.6, "total_charge": 0, "energy_ev": -20754.8739, "smiles": "N[C@@H](Cc1ccccc1)C(=O)NCC(=O)O", "e_lumo_ev": 0.484}


Entry 3:
{"formula": "C35H58F2O22S", "method": "ωB97M-V/def2-TZVPD", "elements": ["F", "C", "C", "C", "C", "C", "C", "H", "H", "H", "H", "H", "F", "C", "C", "C", "C", "C", "C", "H", "H", "H", "H", "H", "C", "S", "O", "C", "H", "H", "H", "H", "H", "H", "C", "O", "C", "O", "O", "C", "H", "H", "H", "H", "H", "H", "C", "O", "C", "O", "O", "C", "H", "H", "H", "H", "H", "H", "C", "O", "C", "O", "O", "C", "H", "H", "H", "H", "H", "H", "C", "O", "C", "O", "O", "C", "H", "H", "H", "H", "H", "H", "C", "O", "C", "O", "O", "C", "H", "H", "H", "H", "H", "H", "C", "O", "C", "O", "O", "C", "H", "H", "H", "H", "H", "H", "C", "O", "C", "O", "O", "C", "H", "H", "H", "H", "H", "H"], "positions_angstrom": [[-7.960, 36.769, -12.868], [-7.297, 36.531, -14.015], [-6.656, 35.322, -14.185], [-6.071, 35.081, -15.427], [-6.132, 36.027, -16.438], [-6.696, 37.279, -16.208], [-7.272, 37.529, -14.976], [-6.618, 34.564, -13.416], [-5.536, 34.151, -15.578], [-5.833, 35.667, -17.416], [-6.714, 37.972, -17.037], [-7.726, 38.475, -14.708], [-4.900, 37.242, -11.942], [-4.585, 37.555, -10.661], [-5.374, 38.503, -10.039], [-5.155, 38.781, -8.693], [-4.147, 38.131, -8.002], [-3.345, 37.224, -8.683], [-3.562, 36.891, -10.014], [-6.160, 39.004, -10.586], [-5.821, 39.505, -8.240], [-3.924, 38.287, -6.956], [-2.602, 36.640, -8.151], [-2.961, 36.129, -10.490], [-5.742, 30.190, -18.346], [-5.894, 28.570, -19.126], [-5.911, 27.571, -18.020], [-7.592, 28.749, -19.689], [-5.149, 30.846, -18.983], [-5.266, 30.112, -17.373], [-6.720, 30.669, -18.278], [-8.213, 28.845, -18.797], [-7.914, 27.838, -20.198], [-7.769, 29.530, -20.430], [-2.172, 41.712, -16.059], [-1.863, 40.485, -15.421], [-2.673, 39.459, -15.682], [-3.725, 39.487, -16.259], [-2.127, 38.378, -15.130], [-2.766, 37.139, -15.431], [-1.729, 41.800, -17.052], [-1.799, 42.510, -15.424], [-3.249, 41.835, -16.181], [-3.825, 37.203, -15.169], [-2.274, 36.277, -15.005], [-2.781, 37.035, -16.522], [-1.993, 33.220, -7.914], [-2.582, 32.914, -9.162], [-1.815, 32.236, -10.012], [-0.660, 31.950, -9.838], [-2.514, 31.970, -11.098], [-1.885, 31.216, -12.135], [-1.194, 32.563, -7.592], [-2.738, 33.287, -7.120], [-1.613, 34.250, -7.941], [-2.656, 30.632, -12.631], [-1.099, 30.577, -11.744], [-1.503, 31.917, -12.878], [-0.435, 28.965, -17.058], [-1.458, 28.005, -16.857], [-2.360, 28.230, -15.917], [-2.548, 29.249, -15.298], [-3.020, 27.087, -15.721], [-4.206, 27.172, -14.950], [0.274, 28.999, -16.234], [-0.848, 29.957, -17.237], [0.134, 28.741, -17.957], [-4.072, 27.817, -14.077], [-4.407, 26.171, -14.582], [-5.048, 27.586, -15.499], [0.225, 30.025, -20.921], [-0.862, 30.637, -21.586], [-1.887, 30.952, -20.803], [-2.089, 30.543, -19.691], [-2.672, 31.785, -21.490], [-3.843, 32.212, -20.808], [-0.099, 29.096, -20.431], [0.657, 30.609, -20.106], [0.981, 29.705, -21.629], [-4.630, 31.463, -20.866], [-4.192, 33.095, -21.341], [-3.649, 32.520, -19.783], [-2.644, 32.113, -16.716], [-3.431, 32.661, -15.662], [-2.781, 33.426, -14.795], [-1.685, 33.900, -14.948], [-3.570, 33.553, -13.728], [-3.288, 34.647, -12.870], [-1.641, 31.844, -16.401], [-2.583, 32.864, -17.507], [-3.117, 31.217, -17.100], [-4.142, 34.761, -12.206], [-3.210, 35.609, -13.371], [-2.397, 34.529, -12.251], [1.045, 34.405, -11.267], [0.182, 35.359, -11.886], [0.094, 36.561, -11.342], [0.676, 36.945, -10.363], [-0.788, 37.260, -12.045], [-1.109, 38.567, -11.626], [0.717, 33.421, -11.584], [1.003, 34.529, -10.186], [2.074, 34.550, -11.600], [-2.099, 38.830, -11.983], [-0.381, 39.310, -11.965], [-1.093, 38.689, -10.539], [4.696, 30.504, -17.501], [4.066, 31.759, -17.287], [2.800, 31.727, -16.906], [2.213, 30.746, -16.529], [2.318, 32.959, -17.001], [0.960, 33.173, -16.680], [5.748, 30.576, -17.747], [4.155, 30.012, -18.313], [4.589, 29.862, -16.626], [0.471, 32.302, -16.251], [0.396, 33.455, -17.571], [0.835, 33.993, -15.977]], "atomic_forces_ev_per_a": [[0.053, 0.082, 0.144], [0.266, -0.067, -0.079], [0.160, -0.094, -0.398], [0.043, 0.054, 0.475], [-0.180, -0.594, -0.075], [0.066, -0.695, -0.399], [-0.193, 0.280, 0.323], [-0.115, 0.125, 0.141], [-0.202, -0.060, -0.093], [0.301, 0.600, -0.076], [-0.077, 0.320, 0.260], [-0.033, 0.028, -0.214], [0.311, 0.011, 0.008], [-0.344, -0.059, -0.199], [0.164, -0.026, 0.271], [-0.229, 0.161, -0.307], [0.455, -0.162, -0.140], [-0.106, -0.661, 0.091], [-0.145, 0.273, 0.151], [-0.015, -0.091, -0.080], [0.175, -0.023, 0.267], [-0.283, 0.235, 0.026], [0.121, 0.283, 0.070], [-0.078, 0.048, -0.161], [-0.396, 0.794, -0.436], [0.468, -0.194, -0.055], [-0.209, 0.093, -0.087], [-0.682, -0.506, -0.076], [0.191, -0.239, 0.075], [-0.033, -0.284, 0.016], [-0.030, -0.160, 0.368], [-0.033, 0.268, -0.079], [0.382, -0.199, 0.187], [0.338, 0.372, 0.325], [-0.632, 0.622, -0.124], [0.265, -0.010, -0.141], [-0.063, -0.510, 0.463], [-0.046, 0.214, -0.365], [0.681, -0.181, 0.402], [-1.195, 0.421, -1.314], [0.216, -0.281, 0.071], [0.117, -0.070, 0.034], [0.017, -0.096, 0.114], [0.110, -0.192, 0.354], [0.459, 0.396, 0.353], [0.137, -0.179, 0.058], [0.283, 1.417, 1.000], [-0.447, -0.358, 0.139], [0.508, 0.101, -0.268], [0.283, -0.163, 0.209], [-0.772, -0.062, 0.020], [-0.013, 0.146, -0.460], [-0.012, -0.253, -0.369], [-0.396, -0.524, -0.409], [0.312, -0.222, -0.271], [-0.074, -0.052, 0.192], [0.044, 0.053, 0.021], [0.298, -0.059, 0.108], [0.335, 0.969, -0.075], [0.311, -0.372, -0.383], [-0.157, -0.308, 0.509], [0.178, 0.252, -0.301], [0.003, 0.106, -0.481], [-0.259, 0.339, 1.064], [-0.187, -0.025, 0.184], [-0.118, -0.019, 0.236], [-0.264, -0.567, -0.025], [0.239, -0.055, -0.086], [-0.120, -0.081, -0.259], [0.072, -0.249, -0.424], [0.222, -1.666, 0.995], [0.379, 0.460, -0.126], [-0.251, -0.088, -0.260], [0.056, 0.145, 0.209], [0.073, -0.049, 0.154], [-0.415, 0.667, -0.273], [-0.188, 0.163, -0.136], [-0.093, 0.478, -0.337], [-0.088, 0.531, -0.340], [0.136, -0.168, 0.100], [0.066, -0.059, -0.124], [0.134, -0.311, 0.071], [0.198, 0.391, -0.701], [-0.032, -0.700, 0.084], [-0.212, -0.142, 0.178], [0.037, 0.098, 0.062], [0.036, 0.310, -0.244], [-0.142, 0.835, 1.046], [-0.043, 0.109, 0.264], [0.140, -0.102, -0.077], [-0.285, 0.038, 0.169], [-0.052, -0.369, -0.030], [0.076, -0.250, -0.391], [0.115, -0.376, -0.279], [0.407, 0.205, 0.210], [-0.276, -0.339, -0.578], [0.045, 0.171, 0.429], [0.188, 0.078, 0.191], [-0.448, -0.271, -0.614], [0.365, 1.190, 0.929], [-0.187, 0.032, 0.106], [-0.009, -0.225, -0.010], [-0.043, 0.144, 0.004], [0.018, -0.244, -0.261], [-0.014, -0.280, -0.434], [-0.130, -0.478, -0.016], [-0.929, -1.186, 0.109], [0.979, 0.658, -0.262], [-0.107, -0.149, 0.222], [-0.254, -0.195, -0.104], [0.319, 0.226, -0.074], [-1.271, 0.183, 0.196], [-0.025, 0.724, -0.022], [0.256, -0.119, -0.051], [0.023, 0.119, 0.061], [0.331, -0.172, 0.043], [0.249, -0.080, -0.183], [0.422, -0.004, 0.078]], "lowdin_charge": [0.06, -0.29, -0.01, -0.08, -0.11, -0.08, -0.01, 0.12, 0.09, 0.10, 0.11, 0.12, 0.05, -0.27, -0.01, -0.08, -0.09, -0.08, -0.01, 0.12, 0.11, 0.10, 0.10, 0.11, -0.24, 0.82, -0.55, -0.28, 0.01, 0.05, 0.05, 0.06, 0.05, 0.06, -0.05, 0.01, -0.62, 0.13, 0.01, -0.03, 0.10, 0.09, 0.09, 0.09, 0.07, 0.11, -0.05, 0.01, -0.62, 0.11, 0.01, -0.01, 0.09, 0.09, 0.09, 0.10, 0.10, 0.09, -0.04, 0.03, -0.60, 0.11, 0.01, -0.05, 0.09, 0.07, 0.09, 0.09, 0.10, 0.08, -0.05, 0.02, -0.60, 0.13, 0.02, -0.04, 0.09, 0.10, 0.10, 0.08, 0.10, 0.08, -0.04, 0.01, -0.62, 0.13, 0.01, -0.05, 0.07, 0.10, 0.07, 0.09, 0.07, 0.09, -0.02, 0.00, -0.63, 0.13, 0.00, -0.05, 0.08, 0.10, 0.10, 0.09, 0.10, 0.09, -0.04, 0.01, -0.62, 0.12, 0.03, -0.04, 0.09, 0.10, 0.10, 0.07, 0.10, 0.09], "homo_lumo_gap_ev": 9.4, "total_charge": 0, "energy_ev": -98549.5716, "e_lumo_ev": 0.315}


Result set for max |F|: 6.0, 5.1, 2.0 eV Å⁻¹, one per record in the order listed.
Result set for ΔE to the lowest compared entry with this formula, charge and spin: 51.7, 341.0, 0.0 kJ/mol, one per record in the order listed.